Record 1
{"formula": "C57H136N7O5", "method": "ωB97M-V/def2-TZVPD", "elements": ["C", "C", "C", "O", "H", "H", "H", "H", "H", "H", "H", "C", "C", "C", "O", "H", "H", "H", "H", "H", "H", "H", "C", "C", "C", "N", "C", "C", "C", "C", "C", "C", "H", "H", "H", "H", "H", "H", "H", "H", "H", "H", "H", "H", "H", "H", "H", "H", "H", "H", "H", "H", "C", "C", "C", "N", "C", "C", "C", "C", "C", "C", "H", "H", "H", "H", "H", "H", "H", "H", "H", "H", "H", "H", "H", "H", "H", "H", "H", "H", "H", "H", "C", "C", "C", "N", "C", "C", "C", "C", "C", "C", "H", "H", "H", "H", "H", "H", "H", "H", "H", "H", "H", "H", "H", "H", "H", "H", "H", "H", "H", "H", "C", "C", "C", "N", "C", "C", "C", "C", "C", "C", "H", "H", "H", "H", "H", "H", "H", "H", "H", "H", "H", "H", "H", "H", "H", "H", "H", "H", "H", "H", "C", "N", "C", "C", "C", "C", "O", "H", "H", "H", "H", "H", "H", "H", "H", "H", "H", "H", "H", "H", "H", "C", "N", "C", "C", "C", "C", "O", "H", "H", "H", "H", "H", "H", "H", "H", "H", "H", "H", "H", "H", "H", "C", "N", "C", "C", "C", "C", "O", "H", "H", "H", "H", "H", "H", "H", "H", "H", "H", "H", "H", "H", "H"], "positions_angstrom": [[1.136, -0.576, -0.350], [0.755, -0.186, -1.727], [0.556, 1.349, -1.801], [1.754, -0.532, -2.695], [2.046, -0.062, -0.040], [1.436, -1.624, -0.379], [0.306, -0.374, 0.327], [-0.173, -0.735, -1.886], [-0.050, 1.656, -0.949], [0.124, 1.701, -2.738], [1.470, 1.937, -1.713], [3.548, 4.660, 3.138], [4.996, 5.138, 3.146], [5.856, 4.507, 4.278], [5.605, 5.055, 1.858], [2.975, 4.804, 4.054], [3.613, 3.578, 3.017], [2.916, 5.109, 2.372], [4.893, 6.194, 3.399], [6.003, 3.465, 3.991], [5.354, 4.431, 5.242], [6.776, 5.091, 4.268], [3.304, -7.229, 4.210], [2.360, -8.344, 4.631], [2.187, -8.490, 6.103], [1.163, -9.523, 6.589], [1.159, -9.440, 8.131], [-0.022, -10.200, 8.773], [-1.372, -9.854, 8.151], [-1.282, -10.154, 6.655], [-0.218, -9.276, 5.937], [1.586, -10.925, 6.165], [3.142, -6.361, 4.850], [3.056, -6.973, 3.180], [4.291, -7.661, 4.380], [2.579, -9.336, 4.234], [1.392, -8.157, 4.166], [1.720, -7.564, 6.438], [3.149, -8.716, 6.564], [0.993, -8.405, 8.431], [2.067, -9.919, 8.496], [-0.151, -9.900, 9.813], [0.065, -11.286, 8.794], [-1.497, -8.772, 8.185], [-2.181, -10.325, 8.710], [-2.249, -10.087, 6.157], [-1.000, -11.192, 6.478], [-0.526, -8.237, 6.052], [-0.202, -9.479, 4.866], [1.038, -11.708, 6.689], [2.652, -10.934, 6.391], [1.460, -10.981, 5.083], [-2.932, 8.263, -6.050], [-4.364, 8.746, -5.723], [-4.639, 9.871, -6.705], [-6.204, 10.207, -6.684], [-6.625, 10.321, -5.226], [-8.034, 10.975, -5.218], [-8.135, 12.319, -5.907], [-7.827, 12.096, -7.391], [-6.428, 11.471, -7.548], [-6.943, 9.070, -7.468], [-2.542, 7.440, -5.451], [-2.220, 9.088, -6.056], [-2.815, 7.923, -7.079], [-4.356, 9.032, -4.671], [-4.925, 7.821, -5.855], [-4.388, 9.581, -7.726], [-4.119, 10.794, -6.449], [-5.881, 10.861, -4.640], [-6.714, 9.304, -4.844], [-8.320, 11.089, -4.172], [-8.794, 10.307, -5.623], [-7.389, 12.932, -5.400], [-9.111, 12.766, -5.720], [-7.869, 13.086, -7.846], [-8.538, 11.485, -7.947], [-5.783, 12.263, -7.168], [-6.161, 11.301, -8.591], [-7.928, 9.379, -7.820], [-7.105, 8.200, -6.833], [-6.350, 8.784, -8.336], [-5.463, -0.408, 1.766], [-5.695, 0.768, 0.857], [-6.282, 1.950, 1.557], [-6.787, 3.094, 0.645], [-7.068, 4.295, 1.601], [-7.812, 5.464, 0.931], [-9.134, 4.938, 0.426], [-8.867, 3.883, -0.635], [-8.128, 2.679, 0.080], [-5.756, 3.480, -0.456], [-4.949, -1.196, 1.214], [-6.340, -0.831, 2.257], [-4.769, -0.177, 2.574], [-6.285, 0.443, 0.001], [-4.820, 1.223, 0.392], [-5.542, 2.405, 2.216], [-7.080, 1.696, 2.253], [-7.551, 4.021, 2.540], [-6.086, 4.701, 1.843], [-7.877, 6.389, 1.504], [-7.173, 5.782, 0.107], [-9.736, 4.542, 1.244], [-9.673, 5.781, -0.006], [-9.816, 3.445, -0.942], [-8.262, 4.169, -1.495], [-8.860, 2.310, 0.799], [-8.051, 1.825, -0.594], [-6.110, 4.389, -0.942], [-5.688, 2.684, -1.197], [-4.824, 3.781, 0.022], [3.808, -1.029, 7.531], [4.755, -1.474, 8.711], [4.166, -1.267, 10.170], [4.881, -1.977, 11.346], [3.961, -1.749, 12.583], [4.665, -2.176, 13.889], [6.018, -1.531, 14.160], [6.904, -1.682, 12.938], [6.192, -1.222, 11.653], [5.030, -3.509, 11.107], [4.404, -0.952, 6.621], [3.350, -0.071, 7.779], [3.062, -1.813, 7.402], [5.662, -0.869, 8.701], [5.285, -2.395, 8.468], [3.122, -1.579, 10.130], [4.065, -0.186, 10.260], [3.838, -0.668, 12.642], [3.008, -2.255, 12.427], [4.003, -2.024, 14.741], [4.782, -3.260, 13.883], [5.902, -0.499, 14.492], [6.380, -1.898, 15.120], [7.813, -1.087, 13.026], [7.162, -2.734, 12.821], [5.981, -0.153, 11.625], [6.795, -1.364, 10.756], [4.012, -3.814, 10.864], [5.547, -3.998, 11.933], [5.748, -3.520, 10.286], [8.133, -0.691, 0.361], [8.881, -0.930, -0.993], [10.336, -1.181, -0.612], [8.219, -2.138, -1.607], [8.874, 0.265, -1.977], [7.592, 0.628, -2.809], [7.306, -0.416, -3.712], [8.242, -1.606, 0.943], [7.115, -0.594, -0.014], [8.455, 0.233, 0.844], [10.308, -2.123, -0.064], [10.550, -0.362, 0.076], [11.030, -1.252, -1.450], [8.712, -2.237, -2.574], [7.134, -2.060, -1.546], [8.455, -2.987, -0.965], [9.576, 0.150, -2.803], [9.258, 1.134, -1.442], [7.729, 1.442, -3.522], [6.715, 0.777, -2.180], [6.448, -0.767, -3.461], [-1.596, 1.070, -11.579], [-2.893, 1.497, -10.864], [-2.873, 3.074, -10.561], [-4.043, 1.145, -11.818], [-3.050, 0.651, -9.584], [-2.281, 1.026, -8.315], [-0.856, 0.996, -8.529], [-1.534, -0.014, -11.480], [-0.767, 1.575, -11.083], [-1.661, 1.190, -12.661], [-1.908, 3.179, -10.064], [-3.737, 3.219, -9.912], [-2.781, 3.598, -11.512], [-3.997, 0.056, -11.837], [-3.895, 1.586, -12.804], [-4.921, 1.621, -11.381], [-2.800, -0.380, -9.834], [-4.114, 0.779, -9.386], [-2.634, 0.408, -7.489], [-2.526, 2.049, -8.028], [-0.499, 0.862, -7.648], [-0.239, -5.821, -6.193], [0.995, -6.338, -6.971], [0.520, -7.405, -7.963], [1.712, -5.324, -7.935], [2.019, -7.132, -6.040], [2.677, -6.284, -4.932], [3.541, -5.232, -5.443], [0.073, -4.856, -5.794], [-0.388, -6.461, -5.323], [-1.113, -5.616, -6.811], [1.312, -7.648, -8.671], [-0.207, -6.868, -8.573], [0.252, -8.376, -7.547], [2.726, -5.589, -8.235], [1.863, -4.447, -7.306], [1.060, -4.986, -8.741], [2.780, -7.476, -6.740], [1.507, -7.989, -5.601], [3.335, -6.963, -4.389], [1.965, -5.897, -4.204], [2.978, -4.466, -5.312]], "lowdin_charge": [-0.15, -0.70, -0.11, -0.44, 0.07, 0.05, 0.06, 0.08, 0.04, 0.04, 0.07, -0.14, -0.69, -0.12, -0.41, 0.04, 0.05, 0.05, 0.09, 0.04, 0.04, 0.06, -0.06, -0.27, -0.15, -0.24, -0.07, -0.17, -0.18, -0.16, -0.09, 0.04, 0.08, 0.09, 0.09, 0.11, 0.11, 0.13, 0.15, 0.14, 0.14, 0.13, 0.12, 0.12, 0.13, 0.13, 0.11, 0.14, 0.13, 0.11, 0.11, 0.11, -0.10, -0.24, -0.09, -0.21, -0.10, -0.17, -0.17, -0.16, -0.10, 0.04, 0.08, 0.09, 0.07, 0.11, 0.11, 0.13, 0.14, 0.14, 0.12, 0.12, 0.12, 0.13, 0.13, 0.13, 0.11, 0.13, 0.14, 0.10, 0.10, 0.10, -0.08, -0.25, -0.14, -0.21, -0.09, -0.17, -0.19, -0.14, -0.11, 0.06, 0.08, 0.09, 0.09, 0.11, 0.11, 0.14, 0.14, 0.14, 0.13, 0.13, 0.10, 0.13, 0.12, 0.12, 0.11, 0.14, 0.13, 0.08, 0.11, 0.12, -0.07, -0.22, -0.12, -0.24, -0.09, -0.17, -0.19, -0.14, -0.09, 0.06, 0.08, 0.08, 0.07, 0.10, 0.09, 0.12, 0.14, 0.14, 0.13, 0.13, 0.11, 0.12, 0.13, 0.13, 0.11, 0.14, 0.13, 0.11, 0.10, 0.09, 0.05, -0.34, 0.02, 0.00, -0.07, -0.20, -0.08, 0.11, 0.10, 0.12, 0.10, 0.11, 0.12, 0.12, 0.11, 0.10, 0.13, 0.14, 0.14, 0.13, 0.09, 0.02, -0.33, 0.08, 0.02, -0.10, -0.21, -0.05, 0.10, 0.10, 0.11, 0.09, 0.10, 0.11, 0.11, 0.11, 0.11, 0.13, 0.13, 0.13, 0.11, 0.10, 0.04, -0.29, -0.02, 0.03, -0.06, -0.20, -0.05, 0.10, 0.11, 0.11, 0.11, 0.10, 0.11, 0.12, 0.09, 0.11, 0.14, 0.13, 0.13, 0.12, 0.08], "gap_ev": 1.6, "max_force_ha_per_bohr": 0.0782, "homo_ev": -8.500, "charge": 5}

***

Record 2
{"formula": "C3H6N2", "method": "ωB97M-V/def2-TZVPD", "elements": ["C", "N", "N", "C", "C", "H", "H", "H", "H", "H", "H"], "positions_angstrom": [[1.046, -0.521, 1.759], [0.481, -0.802, 0.645], [0.032, 0.454, 0.146], [-0.011, 0.262, -1.511], [-1.204, 0.477, -0.644], [1.413, -1.409, 2.368], [1.116, 0.491, 2.060], [0.120, -0.905, -1.765], [0.782, 1.012, -1.933], [-1.922, -0.405, -0.591], [-1.852, 1.346, -0.533]], "lowdin_charge": [-0.06, -0.06, -0.15, -0.08, -0.23, 0.08, 0.05, 0.12, 0.11, 0.12, 0.09], "gap_ev": 10.6, "max_force_ha_per_bohr": 0.0711, "smiles": "C=NN1CC1", "homo_ev": -9.320, "relative_energy_ev": 3.9897}